<P>
An isolated molecule of C4H11N3, computed with ωB97M-V/def2-TZVPD.

```
18
C4H11N3, DFT ωB97M-V/def2-TZVPD
C 1.674 1.230 0.612
N 1.548 0.533 -0.390
N 0.754 -0.858 0.045
N 1.023 -1.835 -0.907
C -0.698 -0.499 0.025
C -1.072 0.328 -1.173
C -1.065 0.175 1.395
H 2.152 2.238 0.663
H 1.221 1.107 1.658
H 1.996 -2.001 -0.948
H 0.634 -1.613 -1.851
H -1.276 -1.363 -0.053
H -0.951 1.408 -0.869
H -0.497 0.049 -2.045
H -2.174 0.245 -1.454
H -2.094 0.326 1.648
H -0.499 1.095 1.560
H -0.675 -0.564 2.083
```

net charge: 0
E_LUMO: 1.15 eV
SMILES string: C=NN(N)C(C)C

---

<Q>
A 3-piece molecular cluster, C4H11N3 overall, computed with ωB97M-V/def2-TZVPD.

```
18
C4H11N3, DFT ωB97M-V/def2-TZVPD
C 1.851 -0.676 -1.302
C 1.593 -0.574 0.000
N 2.026 0.453 0.810
H 2.535 -0.005 -1.795
H 1.438 -1.472 -1.890
H 0.934 -1.273 0.495
H 2.781 1.013 0.439
H 2.097 0.263 1.795
N 0.241 0.813 -2.520
N -0.516 1.400 -1.973
C -1.535 0.599 1.084
C -2.206 -0.582 0.403
H -0.756 1.008 0.452
H -1.089 0.294 2.029
H -2.259 1.382 1.286
H -2.992 -1.004 1.036
H -2.656 -0.268 -0.535
H -1.487 -1.371 0.186
```

net charge: 0
E_LUMO: 1.13 eV
SMILES string: C=CN.N#N.CC

---

What should be chosen as the most stable of them? Choose <Q>.

---

<P>
An isolated molecule of C4H11N3, computed with ωB97M-V/def2-TZVPD.

```
18
C4H11N3, DFT ωB97M-V/def2-TZVPD
H 3.624 0.310 1.679
N 2.941 0.119 2.384
C 1.790 0.479 2.064
N 1.267 0.674 0.718
C 0.303 -0.497 0.427
C -0.194 -0.713 -1.031
C -1.166 0.400 -1.481
N -2.557 0.001 -1.061
H 1.189 0.047 2.896
H 0.793 1.604 0.592
H -0.687 -0.465 0.956
H 0.843 -1.311 0.946
H 0.697 -0.716 -1.651
H -0.671 -1.717 -1.096
H -0.884 1.333 -1.000
H -1.220 0.555 -2.624
H -3.155 0.771 -1.384
H -2.912 -0.875 -1.335
```

net charge: 0
E_LUMO: 0.98 eV
SMILES string: [H]/N=C\NCCCN

---

<Q>
An isolated molecule of C4H11N3, computed with ωB97M-V/def2-TZVPD.

```
18
C4H11N3, DFT ωB97M-V/def2-TZVPD
C -2.590 -0.177 -1.058
N -1.447 -0.288 -1.602
C -0.057 -0.447 -0.805
N 0.248 -1.824 -0.890
N -0.319 -0.145 0.543
C 1.057 0.253 1.198
C 1.306 1.743 1.080
H -3.497 -0.118 -1.682
H -2.777 -0.067 0.024
H 0.698 0.186 -1.279
H 1.250 -1.949 -0.968
H -0.185 -2.184 -1.738
H -0.666 -1.022 0.926
H 1.903 -0.328 0.816
H 0.941 -0.020 2.250
H 2.190 2.023 1.664
H 0.461 2.315 1.475
H 1.483 2.048 0.044
```

net charge: 0
E_LUMO: 1.07 eV
SMILES string: C=N[C@H](N)NCC

---

<R>
A 2-piece molecular cluster, C4H11N3 overall, computed with ωB97M-V/def2-TZVPD.

```
18
C4H11N3, DFT ωB97M-V/def2-TZVPD
H -0.200 -0.068 1.657
N 0.193 -0.162 0.699
C 0.930 0.786 0.252
C 1.578 1.820 1.137
N 1.128 0.919 -1.081
H 0.960 2.722 1.170
H 2.559 2.096 0.753
H 1.695 1.441 2.151
H 0.535 0.356 -1.683
H 1.489 1.787 -1.441
H -1.685 0.622 -1.487
N -1.423 -0.363 -1.511
C -1.377 -0.904 -0.363
C -1.109 -2.366 -0.233
H -2.137 -0.516 0.590
H -0.401 -2.684 -0.997
H -0.691 -2.574 0.747
H -2.043 -2.912 -0.359
```

net charge: 0
E_LUMO: 0.81 eV
SMILES string: [H]/N=C(\C)N.[H]/N=C/C

---

<S>
An isolated molecule of C4H11N3, computed with ωB97M-V/def2-TZVPD.

```
18
C4H11N3, DFT ωB97M-V/def2-TZVPD
N -2.194 0.659 1.694
C -0.887 0.377 2.144
N 0.024 -0.305 1.452
C -0.295 -1.014 0.182
C -0.093 -0.126 -1.060
C 1.212 0.700 -0.989
N 2.376 -0.110 -1.251
H -2.894 0.393 2.348
H -2.319 0.092 0.811
H -0.699 0.785 3.138
H -1.335 -1.352 0.164
H 0.350 -1.873 0.018
H 0.001 -0.828 -1.884
H -0.966 0.526 -1.286
H 1.285 1.543 -1.717
H 1.377 1.254 -0.071
H 2.111 -1.003 -1.643
H 2.946 0.282 -2.047
```

net charge: 0
E_LUMO: 0.97 eV
SMILES string: N/C=N\CCCN

---

What should be chosen as the most stable of them? Choose <S>.

---

<P>
An isolated ion of composition C4H4N and charge +1, computed with ωB97M-V/def2-TZVPD.

```
9
C4H4N, DFT ωB97M-V/def2-TZVPD
C -0.956 2.137 -1.106
C 1.308 -1.100 0.669
C -0.544 0.091 0.194
C -0.095 -0.951 0.914
N -0.870 1.198 -0.436
H -1.500 2.610 -1.945
H 2.028 -0.406 0.193
H -0.612 -1.645 1.757
H 1.240 -1.934 -0.240
```

net charge: +1
E_LUMO (spin up / spin down): -6.29 / -6.59 eV

---

<Q>
An isolated ion of composition C4H4N and charge +1, computed with ωB97M-V/def2-TZVPD.

```
9
C4H4N, DFT ωB97M-V/def2-TZVPD
C 3.440 0.043 0.063
C -0.320 -0.239 0.131
C 1.063 -0.097 0.249
C -1.637 0.269 0.110
N 2.239 0.106 -0.014
H 4.284 0.475 -0.423
H -0.361 -1.352 0.104
H -1.865 1.258 0.473
H -2.437 -0.380 -0.195
```

net charge: +1
E_LUMO (spin up / spin down): -7.27 / -6.93 eV

---

What should be chosen as the most stable of them? Choose <Q>.

---

<P>
A 8-piece molecular cluster, H16O8 overall, computed with ωB97M-V/def2-TZVPD.

```
24
H16O8, DFT ωB97M-V/def2-TZVPD
O 9.385 21.816 -17.846
H 9.088 21.962 -18.744
H 10.003 21.088 -17.913
O 8.397 20.560 -22.230
H 8.749 19.805 -21.759
H 7.447 20.464 -22.161
O 5.484 18.074 -18.341
H 6.036 17.305 -18.485
H 4.714 17.922 -18.889
O 8.593 19.436 -19.748
H 9.165 19.755 -19.050
H 7.721 19.418 -19.355
O 10.441 17.585 -20.647
H 9.692 18.090 -20.328
H 10.913 18.192 -21.217
O 6.533 21.445 -17.959
H 6.996 21.604 -18.782
H 6.260 22.314 -17.664
O 11.194 19.939 -18.125
H 11.391 19.832 -17.195
H 11.616 19.191 -18.547
O 4.421 20.605 -19.695
H 5.153 20.661 -19.080
H 4.147 21.513 -19.825
```

net charge: +1
E_LUMO (spin up / spin down): -3.74 / -11.42 eV
spin multiplicity: 2

---

<Q>
A 8-piece molecular cluster, H16O8 overall, computed with ωB97M-V/def2-TZVPD.

```
24
H16O8, DFT ωB97M-V/def2-TZVPD
O -0.550 -1.786 -2.052
H -1.136 -1.096 -2.364
H 0.176 -1.784 -2.675
O -2.301 0.183 -2.428
H -2.885 0.616 -1.805
H -2.591 0.494 -3.285
O 2.732 2.151 1.917
H 2.106 2.344 2.615
H 2.256 1.571 1.322
O -0.380 -1.687 2.188
H -0.600 -0.831 1.821
H -0.577 -2.307 1.486
O -1.192 -3.131 0.179
H -2.004 -3.480 -0.189
H -0.886 -2.499 -0.471
O -0.046 2.892 2.342
H -0.222 2.318 1.597
H -0.624 3.643 2.207
O 0.042 0.251 0.408
H 0.905 0.359 0.008
H -0.545 0.086 -0.330
O 2.566 0.601 -0.503
H 2.460 1.082 -1.323
H 3.300 0.008 -0.665
```

net charge: +1
E_LUMO (spin up / spin down): -3.40 / -10.11 eV
spin multiplicity: 2

---

What should be chosen as the most stable of them? Choose <Q>.

---

<P>
C62H61AsN4O4PRbS3 as an isolated structure, computed with ωB97M-V/def2-TZVPD.

```
137
C62H61AsN4O4PRbS3, DFT ωB97M-V/def2-TZVPD
Rb -0.126 0.367 1.254
C -2.554 4.701 2.203
C -2.691 3.785 3.387
C -2.607 4.264 4.688
C -2.717 3.405 5.770
C -2.932 2.053 5.551
C -3.022 1.530 4.265
C -3.246 0.063 4.044
C -2.883 2.415 3.191
N -2.853 1.925 1.860
C -3.931 1.732 1.231
C -5.318 1.964 1.788
C -3.896 1.243 -0.191
C -4.891 1.912 -1.113
N -3.124 0.292 -0.512
C -3.192 -0.269 -1.809
C -3.857 -1.493 -1.937
C -4.442 -2.156 -0.721
C -3.969 -2.059 -3.201
C -3.428 -1.432 -4.313
C -2.736 -0.241 -4.158
C -2.593 0.357 -2.909
C -1.805 1.623 -2.742
H -2.306 5.712 2.526
H -3.482 4.747 1.626
H -1.781 4.353 1.516
H -2.434 5.323 4.845
H -2.626 3.786 6.781
H -3.017 1.375 6.392
H -3.527 -0.418 4.982
H -2.349 -0.452 3.672
H -4.044 -0.114 3.318
H -5.273 2.108 2.865
H -5.958 1.108 1.565
H -5.775 2.846 1.335
H -4.815 2.996 -1.009
H -5.911 1.623 -0.848
H -4.712 1.636 -2.148
H -3.696 -2.235 0.070
H -4.803 -3.155 -0.964
H -5.278 -1.575 -0.319
H -4.480 -3.010 -3.306
H -3.518 -1.884 -5.292
H -2.280 0.238 -5.018
H -1.506 2.020 -3.711
H -0.901 1.453 -2.151
H -2.344 2.397 -2.196
O 0.533 -3.547 3.486
S 0.465 -2.100 3.251
O 0.989 -1.317 4.393
O -0.954 -1.672 2.996
O 1.248 -1.758 2.015
S 1.345 4.859 7.080
C 1.063 3.863 5.636
C 0.954 4.479 4.399
C 0.639 3.689 3.300
N 0.459 2.375 3.382
C 0.604 1.777 4.572
C 0.887 2.490 5.729
C 3.030 4.573 7.484
C 3.931 3.807 6.756
C 5.232 3.693 7.225
N 5.691 4.264 8.335
C 4.812 4.992 9.026
C 3.496 5.176 8.655
H 1.099 5.546 4.293
H 0.542 4.118 2.306
H 0.515 0.687 4.591
H 0.964 1.978 6.679
H 3.639 3.305 5.844
H 5.945 3.098 6.665
H 5.185 5.457 9.933
H 2.837 5.780 9.267
C 1.036 -3.027 -2.660
C -0.344 -3.006 -3.303
As -0.341 -2.930 -5.273
C 0.470 -1.168 -5.520
C 0.822 -0.792 -6.817
C 1.365 0.459 -7.071
C 1.555 1.358 -6.029
C 1.197 1.003 -4.738
C 0.655 -0.252 -4.489
C 1.263 -4.022 -5.581
C 1.078 -5.395 -5.722
C 2.161 -6.251 -5.870
C 3.450 -5.738 -5.893
C 3.645 -4.369 -5.769
C 2.560 -3.518 -5.614
P 0.969 -2.487 -0.876
C -0.061 -3.865 -0.231
C -1.152 -3.576 0.577
C -1.963 -4.598 1.056
C -1.700 -5.913 0.716
C -0.605 -6.214 -0.089
C 0.211 -5.197 -0.550
C 2.652 -3.045 -0.397
C 2.871 -3.759 0.782
C 4.158 -4.140 1.131
C 5.241 -3.811 0.326
C 5.032 -3.092 -0.841
C 3.744 -2.712 -1.198
H 1.702 -2.329 -3.169
H 1.491 -4.015 -2.758
H -0.936 -2.145 -2.976
H -0.915 -3.888 -3.011
H 0.673 -1.489 -7.636
H 1.638 0.733 -8.084
H 1.981 2.336 -6.215
H 1.338 1.705 -3.926
H 0.373 -0.496 -3.473
H 0.072 -5.801 -5.705
H 1.999 -7.318 -5.964
H 4.298 -6.401 -6.001
H 4.649 -3.961 -5.776
H 2.728 -2.453 -5.506
H -1.330 -2.564 0.912
H -2.772 -4.356 1.733
H -2.325 -6.711 1.102
H -0.379 -7.245 -0.336
H 1.084 -5.441 -1.146
H 2.043 -3.983 1.443
H 4.312 -4.682 2.056
H 6.244 -4.104 0.614
H 5.869 -2.818 -1.474
H 3.600 -2.140 -2.108
S -0.021 3.708 -0.376
C 1.237 3.616 -1.583
C 1.221 4.433 -2.731
C 2.260 4.431 -3.649
C 3.351 3.585 -3.488
C 3.368 2.734 -2.387
C 2.336 2.744 -1.463
H 0.376 5.099 -2.866
H 2.213 5.096 -4.507
H 4.162 3.577 -4.207
H 4.196 2.048 -2.247
H 2.375 2.082 -0.605
```

net charge: -2
E_LUMO: 3.38 eV

---

<Q>
C62H61AsN4O4PRbS3 as an isolated structure, computed with ωB97M-V/def2-TZVPD.

```
137
C62H61AsN4O4PRbS3, DFT ωB97M-V/def2-TZVPD
Rb 0.842 -1.456 -0.348
C -3.627 1.287 -1.618
C -3.549 2.067 -0.331
C -3.821 3.434 -0.353
C -3.698 4.210 0.785
C -3.299 3.615 1.976
C -3.037 2.254 2.046
C -2.605 1.615 3.335
C -3.174 1.482 0.882
N -2.841 0.112 0.947
C -3.734 -0.776 0.835
C -5.217 -0.521 0.697
C -3.327 -2.223 0.735
C -4.300 -3.261 1.240
N -2.233 -2.487 0.162
C -1.896 -3.822 -0.190
C -2.291 -4.264 -1.460
C -3.111 -3.394 -2.371
C -1.862 -5.513 -1.888
C -1.067 -6.310 -1.080
C -0.704 -5.862 0.177
C -1.109 -4.616 0.648
C -0.700 -4.153 2.015
H -2.962 1.731 -2.360
H -4.640 1.315 -2.030
H -3.326 0.247 -1.505
H -4.102 3.891 -1.296
H -3.886 5.275 0.744
H -3.186 4.216 2.871
H -2.751 2.300 4.170
H -1.551 1.333 3.297
H -3.156 0.696 3.538
H -5.437 0.543 0.700
H -5.763 -0.998 1.512
H -5.581 -0.959 -0.237
H -4.735 -2.950 2.191
H -3.792 -4.213 1.371
H -5.118 -3.407 0.528
H -3.911 -2.872 -1.842
H -3.562 -3.996 -3.161
H -2.469 -2.648 -2.849
H -2.141 -5.848 -2.880
H -0.723 -7.274 -1.435
H -0.084 -6.478 0.818
H -0.463 -5.008 2.647
H -1.483 -3.580 2.509
H 0.187 -3.514 1.989
O 4.556 -2.027 2.276
S 3.266 -1.972 1.623
O 3.033 -3.009 0.625
O 2.925 -0.636 1.120
O 2.150 -2.300 2.727
S 0.362 -2.799 7.075
C 0.373 -2.028 5.464
C 1.550 -1.600 4.949
C 1.592 -1.124 3.547
N 0.345 -0.756 2.970
C -0.751 -1.214 3.545
C -0.843 -1.893 4.755
C 0.389 -4.503 6.608
C 0.863 -4.942 5.374
C 0.888 -6.303 5.124
N 0.494 -7.242 5.989
C 0.043 -6.805 7.162
C -0.036 -5.469 7.516
H 2.477 -1.691 5.500
H 2.340 -0.348 3.385
H -1.668 -1.005 2.993
H -1.788 -2.220 5.165
H 1.195 -4.235 4.623
H 1.255 -6.661 4.167
H -0.287 -7.568 7.862
H -0.434 -5.179 8.481
C 0.915 3.132 -1.150
C -0.342 3.877 -0.734
As -0.086 5.370 0.528
C 0.774 4.366 1.965
C 1.594 5.015 2.884
C 2.161 4.315 3.940
C 1.909 2.958 4.095
C 1.080 2.303 3.196
C 0.512 3.010 2.144
C 1.490 6.153 -0.344
C 1.252 7.171 -1.264
C 2.290 7.724 -2.002
C 3.588 7.271 -1.818
C 3.839 6.263 -0.897
C 2.797 5.706 -0.167
P 0.500 1.609 -2.112
C -0.120 2.306 -3.696
C -0.988 1.527 -4.459
C -1.479 1.999 -5.670
C -1.119 3.258 -6.127
C -0.248 4.039 -5.378
C 0.254 3.561 -4.177
C 2.183 1.082 -2.597
C 2.529 0.784 -3.913
C 3.777 0.256 -4.208
C 4.689 0.009 -3.192
C 4.347 0.282 -1.876
C 3.102 0.819 -1.581
H 1.439 2.753 -0.270
H 1.618 3.785 -1.672
H -1.052 3.208 -0.243
H -0.866 4.284 -1.604
H 1.806 6.074 2.769
H 2.810 4.830 4.639
H 2.364 2.406 4.908
H 0.873 1.243 3.283
H -0.124 2.468 1.455
H 0.239 7.532 -1.410
H 2.084 8.508 -2.722
H 4.400 7.696 -2.394
H 4.847 5.893 -0.757
H 3.003 4.902 0.529
H -1.227 0.524 -4.125
H -2.136 1.371 -6.261
H -1.506 3.627 -7.070
H 0.049 5.019 -5.735
H 0.947 4.173 -3.611
H 1.808 0.918 -4.710
H 4.013 -0.015 -5.229
H 5.647 -0.440 -3.424
H 5.018 0.041 -1.061
H 2.849 0.962 -0.536
S -0.016 -1.940 -3.616
C 1.418 -2.342 -4.525
C 2.519 -2.985 -3.935
C 3.663 -3.280 -4.659
C 3.760 -2.954 -6.008
C 2.680 -2.322 -6.615
C 1.536 -2.022 -5.890
H 2.470 -3.245 -2.884
H 4.492 -3.767 -4.157
H 4.656 -3.185 -6.572
H 2.729 -2.054 -7.666
H 0.702 -1.524 -6.370
```

net charge: -2
E_LUMO: 3.36 eV

---

What should be chosen as the most stable of them? Choose <P>.

---

<P>
C2H3N3OS2 as an isolated structure, computed with ωB97M-V/def2-TZVPD.

```
11
C2H3N3OS2, DFT ωB97M-V/def2-TZVPD
C 2.628 -0.261 0.499
C -0.486 1.141 -0.174
N 3.188 0.008 1.436
N -1.784 1.013 0.073
N 0.217 -0.627 -0.216
O 0.296 1.995 -0.062
S -0.697 -1.902 -0.796
S 1.803 -0.398 -0.932
H -2.343 0.167 -0.296
H -2.399 1.760 0.390
H -0.423 -2.896 0.079
```

net charge: 0
E_LUMO: 0.00 eV

---

<Q>
An isolated molecule of C2H3N3OS2, computed with ωB97M-V/def2-TZVPD.

```
11
C2H3N3OS2, DFT ωB97M-V/def2-TZVPD
O -0.861 -1.058 -2.091
C -0.602 -0.490 -1.068
N -1.395 -0.397 0.094
C -0.660 0.198 0.978
S -1.146 0.626 2.605
N 0.630 0.485 0.579
N 0.611 0.201 -0.800
S 2.067 -0.134 -1.595
H -2.431 0.327 2.373
H 0.999 1.414 0.805
H 2.242 -1.414 -1.178
```

net charge: 0
E_LUMO: 0.40 eV
SMILES string: O=c1nc(S)[nH]n1S

---

What should be chosen as the most stable of them? Choose <Q>.